# 1
A structure of composition C39H53F26NO19SSi2 at a distorted geometry. Source: the Open Molecules 2025 dataset; level of theory: wB97M-V/def2-TZVPD.

```
141
Properties=species:S:1:pos:R:3:lowdin_charge:R:1
C -0.77550 -6.46728 2.14670 0.0717
C 0.14903 -6.10674 2.84337 -0.1453
Si 1.58114 -5.51622 3.90750 0.5104
C 2.63438 -4.13572 3.13639 -0.1954
C 2.20598 -3.70133 1.66641 -0.1147
C 3.39434 -3.59767 0.64195 -0.4952
F 3.03195 -2.61756 -0.29719 0.0602
F 4.59963 -3.24420 1.18783 0.1161
F 3.45673 -4.77716 -0.09034 0.0900
C 2.74925 -7.04835 4.11036 -0.1076
C 2.21635 -8.19621 3.15778 -0.4970
O 2.56292 -8.26183 2.02572 0.1362
F 1.30627 -9.07059 3.73482 0.0559
O 0.97722 -5.18484 5.47512 -0.2761
Si 0.19986 -3.68219 5.62737 0.5225
C -1.16628 -3.92890 6.96405 -0.1943
C -1.92948 -5.29161 6.69158 -0.2914
O -2.56460 -5.79827 7.90518 -0.1034
C -0.69037 -3.04504 4.07617 -0.2808
N -1.94289 -3.84690 3.80562 -0.1372
C -2.48786 -3.24550 2.53823 -0.1186
S 1.47134 -2.06218 6.37247 0.6489
O 1.42093 -0.99880 5.36434 -0.3322
O 2.83456 -2.48894 6.73402 -0.3401
F 0.74250 -1.39973 7.72164 -0.2363
H -1.80008 -6.53204 1.70777 0.0691
H 3.71106 -4.49517 3.11053 0.0968
H 2.67312 -3.18069 3.75099 0.0852
H 1.41626 -4.34078 1.19074 0.1123
H 1.77453 -2.65557 1.74168 0.1270
H 2.70430 -7.47431 5.15658 0.0969
H 3.82303 -6.80026 3.88397 0.0965
H -1.92516 -3.10182 6.82092 0.0962
H -0.73288 -3.90056 7.99941 0.0958
H -2.77144 -5.16747 5.94416 0.1087
H -1.26852 -6.10589 6.27374 0.1121
H -2.92082 -6.66218 7.62243 0.0871
H -1.06814 -1.99858 4.33608 0.1005
H -0.04927 -2.91481 3.16337 0.0812
H -2.57515 -3.52223 4.55382 0.0798
H -3.55982 -3.61249 2.45466 0.0849
H -2.43583 -2.10458 2.60437 0.0619
H -1.86093 -3.56387 1.65576 0.0920
C -5.45388 1.76357 -0.71267 -0.0471
C -3.94324 1.71569 -0.60294 -0.2004
O -3.53443 1.62568 0.77442 0.0417
C -3.59531 0.40859 1.32532 -0.3785
O -3.96490 -0.58020 0.75621 0.1666
C -3.08750 0.45194 2.76592 -0.5161
F -3.59518 1.48429 3.46271 0.1663
F -1.74713 0.57998 2.82247 0.1602
F -3.39696 -0.66245 3.45317 0.1257
H -5.85652 2.57715 -0.10547 0.0876
H -5.75981 1.90969 -1.74992 0.0850
H -5.90626 0.83943 -0.34686 0.0735
H -3.51921 2.63322 -0.99476 0.0799
H -3.52153 0.89340 -1.18604 0.1341
C 0.86502 6.73052 -0.44245 -0.0581
C 0.85499 6.34753 -1.90818 -0.1963
O 0.07123 5.15991 -2.12217 0.0261
C -1.25530 5.33427 -2.17887 -0.3807
O -1.81037 6.38828 -2.06005 0.1795
C -1.95138 4.00334 -2.45875 -0.4970
F -1.47596 2.99609 -1.69229 0.1471
F -1.79115 3.61074 -3.73565 0.1592
F -3.28125 4.05238 -2.23895 0.1383
H 1.20552 5.89310 0.17021 0.0851
H 1.52222 7.58450 -0.27260 0.0853
H -0.13637 6.99238 -0.09609 0.0781
H 1.86958 6.11340 -2.23359 0.1255
H 0.49546 7.16459 -2.53758 0.1263
C 3.91698 -0.45999 8.46112 -0.0744
C 4.58178 0.06125 9.71871 -0.1911
O 4.62806 1.49919 9.71759 0.0272
C 3.49954 2.12360 10.08020 -0.3833
O 2.48407 1.56881 10.39114 0.1710
C 3.70824 3.63775 10.07946 -0.5211
F 4.34335 4.06713 8.97150 0.1549
F 4.45304 4.03673 11.12988 0.1568
F 2.55281 4.31406 10.14514 0.1613
H 4.41692 -0.05608 7.57800 0.0939
H 3.95121 -1.54625 8.41946 0.0647
H 2.87340 -0.14669 8.40660 0.0637
H 5.61627 -0.28346 9.75659 0.1253
H 4.08687 -0.30727 10.62002 0.1271
C -8.56481 -2.89399 -2.45963 -0.0612
C -7.05619 -2.95077 -2.33166 -0.1999
O -6.66298 -3.06191 -0.95358 0.0249
C -6.73449 -4.28845 -0.41900 -0.3806
O -7.10132 -5.26663 -1.00528 0.1726
C -6.24272 -4.26458 1.02770 -0.5098
F -6.75716 -3.23812 1.73119 0.1597
F -4.89971 -4.14126 1.09689 0.1260
F -6.56100 -5.37860 1.70161 0.1650
H -8.97130 -2.08720 -1.84608 0.0836
H -8.85706 -2.73158 -3.49816 0.0838
H -9.02532 -3.82089 -2.11324 0.0776
H -6.62074 -2.02294 -2.70548 0.1243
H -6.63079 -3.76625 -2.92046 0.1273
C 1.32126 1.20984 -4.70998 -0.0519
C 1.15671 -0.28250 -4.90709 -0.1912
O -0.13248 -0.58549 -5.46833 0.0277
C -0.25152 -0.41671 -6.79189 -0.3837
O 0.62743 -0.03422 -7.51139 0.1668
C -1.65165 -0.82015 -7.25355 -0.5214
F -2.61767 -0.31715 -6.45940 0.1530
F -1.80851 -2.15832 -7.25126 0.1596
F -1.92114 -0.40065 -8.49746 0.1628
H 0.50191 1.61017 -4.10820 0.0735
H 2.26712 1.43147 -4.21329 0.0817
H 1.30226 1.73869 -5.66506 0.0719
H 1.20295 -0.78781 -3.94140 0.1269
H 1.95439 -0.69871 -5.52598 0.1274
C 6.42714 0.69155 -8.04167 -0.0595
C 7.21012 1.51715 -7.04117 -0.1984
O 6.60416 2.80822 -6.85678 0.0293
C 5.54843 2.84927 -6.03464 -0.3795
O 5.09347 1.89667 -5.46642 0.1622
C 5.04272 4.28638 -5.89918 -0.5142
F 4.94881 4.91137 -7.08821 0.1582
F 5.86619 5.03382 -5.13930 0.1625
F 3.82635 4.36171 -5.33416 0.1439
H 6.31452 1.23488 -8.98213 0.0850
H 6.93172 -0.25569 -8.23752 0.0844
H 5.42161 0.47677 -7.67535 0.0754
H 8.21652 1.69735 -7.42137 0.1265
H 7.31496 1.00086 -6.08457 0.1266
C 1.36264 5.30999 -7.27020 -0.0589
C -0.11057 5.53397 -6.99158 -0.1935
O -0.33326 6.84546 -6.44648 0.0233
C -0.36741 7.85297 -7.33071 -0.3812
O -0.22222 7.72576 -8.51264 0.1736
C -0.65821 9.17325 -6.61770 -0.5213
F 0.08633 9.32892 -5.50458 0.1517
F -1.94701 9.25643 -6.23441 0.1604
F -0.41516 10.23812 -7.39347 0.1644
H 1.95424 5.49262 -6.37219 0.0658
H 1.54077 4.28838 -7.61046 0.0857
H 1.72705 5.99656 -8.03660 0.0820
H -0.45483 4.82120 -6.24017 0.1171
H -0.71912 5.37802 -7.88493 0.1289
```

## Properties
**Multiplicity**: 1
**Orbital gap**: 9.542 eV
**DFT total energy**: -6576.0229 hartree

=====

# 2
A structure of composition C31H34BrN6OS2SiSnTe at a distorted geometry. Source: the Open Molecules 2025 dataset; level of theory: wB97M-V/def2-TZVPD.

```
78
Properties=species:S:1:pos:R:3:lowdin_charge:R:1
Sn 0.18136 0.96699 0.31921 0.8862
Br -6.24895 -0.33373 -3.76583 0.7472
C -4.72224 -1.12178 -4.54689 -0.6990
C -4.30328 -0.70163 -5.79754 -0.1168
C -3.17158 -1.27761 -6.35731 -0.0290
C -2.43714 -2.22103 -5.65444 -0.2599
C -2.89103 -2.65678 -4.41035 -0.0139
C -4.04360 -2.11426 -3.85999 -0.1095
N -1.28922 -2.76916 -6.37016 0.0884
N -0.22228 -3.07192 -5.79370 0.0939
C 0.03250 -2.70027 -4.41715 -0.2372
C 0.34647 -3.67593 -3.52602 -0.0082
C 0.69946 -3.36535 -2.19610 0.0015
C 0.78529 -2.06816 -1.76998 -0.2635
O 1.22986 -1.72048 -0.53601 -0.2359
C 0.46265 -1.01867 -2.68104 -0.1220
N 0.50168 0.28051 -2.24493 0.0074
C 0.30866 1.24702 -3.10843 -0.1640
C 0.03849 1.02955 -4.46869 -0.0294
C -0.07432 -0.25445 -4.90979 0.0159
C 0.11770 -1.33515 -4.01667 -0.0818
H -4.86225 0.05535 -6.33320 0.1049
H -2.82809 -0.97897 -7.34456 0.1220
H -2.36852 -3.43628 -3.87888 0.1133
H -4.41014 -2.46117 -2.90119 0.1075
H 0.31034 -4.71147 -3.84901 0.1298
H 0.92828 -4.17567 -1.50792 0.1087
H 0.37421 2.25935 -2.71280 0.1026
H -0.08112 1.86699 -5.14785 0.1134
H -0.29816 -0.44613 -5.94933 0.1154
N -1.75217 1.55712 -0.80820 0.0325
C -2.51271 2.24831 -1.34594 -0.2062
N -3.37488 3.03336 -1.94683 -0.0737
C -2.92240 3.98848 -2.99507 -0.1052
C -3.21754 5.43322 -2.54373 -0.1563
C -3.30069 5.51308 -1.01714 -0.1839
C -4.49830 4.70316 -0.49765 -0.1553
C -4.65296 3.38804 -1.28645 -0.1065
H -3.43580 3.74526 -3.92357 0.1243
H -1.85811 3.83453 -3.14770 0.1146
H -4.15886 5.77918 -2.97650 0.1187
H -2.43244 6.08701 -2.92367 0.1163
H -3.39636 6.54983 -0.69845 0.1173
H -2.37144 5.13344 -0.58313 0.1059
H -5.41429 5.28581 -0.61076 0.1179
H -4.37776 4.49902 0.56877 0.0951
H -5.38822 3.48993 -2.08201 0.1275
H -4.96428 2.55956 -0.65916 0.1279
S -2.09829 4.34269 3.35553 1.0555
C -0.41703 4.63939 3.39979 -0.3736
C 0.19711 3.91930 2.42994 -0.2631
N -0.64867 3.14722 1.65059 -0.1517
C -1.88983 3.28340 2.04115 -0.5220
H 0.02679 5.30402 4.12992 0.0805
H 1.26273 3.91867 2.22583 0.1176
H -2.72048 2.73785 1.59700 0.0590
Te -1.60727 -0.58745 1.81352 0.7397
C -0.67875 -0.17131 3.65289 -1.0398
C 0.22872 0.79627 3.99110 -0.2773
C 0.63170 0.73091 5.36320 -0.1901
C 0.01718 -0.27987 6.03507 -0.4190
S -1.04160 -1.15236 5.01217 0.9260
H 0.59818 1.54563 3.30651 0.0443
H 1.34595 1.40809 5.81993 0.1050
H 0.12185 -0.55878 7.07650 0.0715
C 1.18606 -3.91673 1.34333 -0.1471
Si 2.24912 -2.70324 0.44373 0.4170
C 3.50138 -3.51083 -0.65487 -0.1507
C 3.09009 -1.47585 1.53158 -0.1501
H 1.57667 -4.93704 1.25235 0.0436
H 0.16864 -3.89830 0.94375 0.0330
H 1.12065 -3.67240 2.40940 0.0405
H 4.42919 -3.65580 -0.08837 0.0450
H 3.73234 -2.87889 -1.52082 0.0515
H 3.18563 -4.49082 -1.02870 0.0385
H 3.98886 -1.92063 1.97893 0.0485
H 2.45130 -1.13779 2.35214 0.0303
H 3.40618 -0.61236 0.94058 0.0385
```

## Properties
**Multiplicity**: 1
**Relative energy (zero: lowest compared OMol25 entry of this formula, charge and spin)**: 5.5 kJ/mol
**Total charge**: +1
**Orbital gap**: 7.019 eV
**DFT total energy**: -5747.5015 hartree

=====

# 3
A structure of composition C28H38HgN4O3SSe2Te at a distorted geometry. Source: the Open Molecules 2025 dataset; level of theory: wB97M-V/def2-TZVPD.

```
78
Properties=species:S:1:pos:R:3:lowdin_spin:R:1
Hg -3.26374 -3.87846 21.23059 0.0205
O -4.35527 -3.82173 25.65447 0.0003
C -3.83790 -4.95780 25.02336 0.0008
C -4.83613 -6.06553 24.71715 0.0124
C -5.79604 -6.16393 25.93109 -0.0006
O -6.56941 -7.37619 25.87814 -0.0001
C -5.59243 -5.74741 23.39744 0.0189
Se -6.35395 -3.91580 23.17625 0.0756
C -4.09919 -7.41576 24.55001 0.0486
Se -2.78092 -7.36682 22.98086 0.7658
H -5.11498 -3.53895 25.08694 0.0011
H -3.08630 -5.39235 25.71288 0.0001
H -3.30559 -4.71045 24.09015 0.0006
H -6.46019 -5.27719 25.91328 0.0009
H -5.19357 -6.15714 26.85006 0.0000
H -7.51853 -7.18829 25.74074 0.0000
H -6.43166 -6.44799 23.24254 0.0008
H -4.83989 -5.81995 22.59171 0.0170
H -4.76935 -8.23586 24.34956 -0.0001
H -3.45894 -7.62467 25.42358 0.0127
C 3.43024 -3.07609 20.87145 0.0000
N 2.33906 -3.14515 19.91849 0.0000
N 0.95958 -3.15011 20.31133 0.0000
C 0.19354 -3.25243 19.14651 0.0002
O -1.04617 -3.21831 19.11347 0.0039
C 1.16231 -3.34830 18.04907 0.0001
C 2.43087 -3.29261 18.57188 0.0000
C 3.75748 -3.36614 17.88756 0.0000
C 0.49373 -3.02152 21.64421 0.0001
C 0.77701 -1.86901 22.42167 -0.0001
C 0.38794 -1.80704 23.76805 -0.0001
C -0.23501 -2.89318 24.38335 -0.0001
C -0.49380 -4.02536 23.63471 -0.0010
C -0.21465 -4.06630 22.25782 -0.0002
H 3.04964 -3.27619 21.89638 0.0000
H 3.92942 -2.08410 20.82259 0.0000
H 4.18846 -3.83569 20.59982 0.0000
H 0.87023 -3.49328 17.02944 0.0000
H 3.61053 -3.60432 16.82374 0.0000
H 4.36543 -4.17649 18.34565 0.0000
H 4.30218 -2.39939 17.98404 0.0000
H 1.28643 -1.01433 21.98889 0.0000
H 0.57059 -0.91482 24.33761 0.0000
H -0.54309 -2.81425 25.41390 0.0000
H -0.91158 -4.92081 24.08988 -0.0007
H -0.46538 -4.94501 21.67230 -0.0012
C -5.52860 -1.49547 16.88627 0.0080
Te -4.29620 -2.68710 18.40713 0.0094
C -6.42040 -2.85333 19.25485 0.0004
C -7.21567 -1.72642 18.71667 0.0002
C -8.33305 -1.21803 19.38913 0.0000
C -8.99934 -0.08359 18.94921 0.0002
C -8.52304 0.59424 17.83116 0.0000
C -7.39740 0.11975 17.16359 0.0004
C -6.75821 -1.05915 17.56204 0.0006
H -5.71552 -2.14156 16.00957 0.0002
H -4.90317 -0.64654 16.55749 0.0000
H -6.32749 -2.87897 20.35996 -0.0001
H -6.79651 -3.83410 18.90398 0.0000
H -8.67761 -1.74428 20.26387 0.0000
H -9.86754 0.25208 19.49759 0.0000
H -9.02833 1.49278 17.47825 0.0000
H -6.98693 0.66743 16.31359 0.0001
C -2.43586 0.46016 19.66582 0.0001
N -3.62153 0.32543 20.46392 -0.0001
C -4.89006 0.97343 20.14794 0.0000
C -5.80627 0.58050 21.31582 0.0000
N -4.89412 -0.14557 22.19229 -0.0001
C -3.60223 -0.17886 21.73401 0.0009
S -2.31354 -0.75891 22.63836 0.0037
H -2.71724 0.33490 18.62416 0.0001
H -1.73024 -0.30551 19.96008 0.0000
H -1.96481 1.45606 19.78579 0.0000
H -5.25330 0.65073 19.15815 0.0000
H -4.77596 2.08744 20.10726 0.0000
H -6.61464 -0.12330 21.00051 0.0000
H -6.29951 1.42693 21.81586 0.0000
H -5.04424 -0.22587 23.19410 0.0000
```

## Properties
**Multiplicity**: 2
**Relative energy (zero: lowest compared OMol25 entry of this formula, charge and spin)**: 0.0 kJ/mol
**Total charge**: -1
**Orbital gap (spin up / spin down)**: 5.555 / 4.358 eV
**DFT total energy**: -7156.9606 hartree

=====

# 4
A cluster of 2 separate species, C4H9N2 in total at a distorted geometry. Source: the Open Molecules 2025 dataset; level of theory: wB97M-V/def2-TZVPD.

```
15
Properties=species:S:1:pos:R:3:lowdin_charge:R:1
C 0.40476 1.14067 1.78958 -0.0937
C 1.83034 -0.04534 0.68838 0.0183
C 1.08516 -0.17308 1.97779 -0.0223
C -1.61639 -0.82447 -2.79599 -0.0612
N -1.53653 -0.37131 -1.62459 0.0222
N 0.39768 0.24377 0.76676 -0.0389
H -0.67502 1.36759 2.23264 0.1840
H 0.86863 2.11651 1.47778 0.1485
H 2.54282 0.78121 0.50104 0.1450
H 2.05413 -1.01649 0.19094 0.1484
H 0.79556 -0.90594 2.77227 0.1818
H -2.43032 -0.66104 -3.36975 0.0377
H -0.87256 -1.55886 -3.28199 0.1127
H -0.40060 0.05123 0.03514 0.1856
H -2.44766 -0.14447 -1.36001 0.0318
```

## Properties
**Multiplicity**: 1
**Relative energy (zero: lowest compared OMol25 entry of this formula, charge and spin)**: 479.3 kJ/mol
**Total charge**: +1
**Orbital gap**: 11.758 eV
**DFT total energy**: -266.9167 hartree